1.
12
Properties=species:S:1:pos:R:3 method="wB97M-V/def2-TZVPD" relative_energy_kcal_mol=53.18 smiles="COC(=O)[C@@]1(Br)C=N1" gap_ha=0.3536
C 1.20 1.94 -0.36
C 0.36 -0.59 0.06
C 1.51 0.31 0.18
C -1.96 -0.81 0.19
N 1.49 1.74 0.82
O 0.59 -1.77 0.02
O -0.81 0.09 0.15
Br 3.20 -0.35 -0.29
H 1.04 2.44 -1.21
H -2.53 -0.75 1.11
H -1.41 -1.73 -0.01
H -2.68 -0.53 -0.65

2.
12
Properties=species:S:1:pos:R:3 method="wB97M-V/def2-TZVPD" relative_energy_kcal_mol=0.00 smiles=OCc1ncoc1Br gap_ha=0.3574
C -0.69 0.50 1.88
C 0.03 0.07 -0.09
C 0.18 1.44 0.15
C 0.37 -0.83 -1.30
N -0.55 -0.48 1.04
O -0.33 1.73 1.37
O 0.88 -2.05 -0.80
Br 0.77 2.91 -0.75
H -1.35 0.53 2.72
H -0.66 -0.77 -1.92
H 1.15 -0.54 -1.95
H 0.18 -2.51 -0.37

3.
15
Properties=species:S:1:pos:R:3 method="wB97M-V/def2-TZVPD" charge=-2 relative_energy_kcal_mol=28.00 smiles="O=C([O-])C/N=C/C=[S@@](=O)([O-])Br" gap_ha=0.2180
C -0.36 -0.28 0.37
C 0.03 2.01 -2.51
C -0.77 1.52 -1.12
C -0.49 -1.56 0.90
N -0.80 0.15 -0.73
O 0.90 1.23 -2.93
O 0.97 -0.75 2.88
O -0.48 3.02 -2.93
O 0.36 -3.00 2.84
S 0.66 -1.84 2.01
Br 2.69 -2.45 1.35
H 0.01 0.37 1.16
H -1.87 1.85 -1.36
H -0.29 2.16 -0.30
H -0.56 -2.43 0.39

4.
18
Properties=species:S:1:pos:R:3 method="wB97M-V/def2-TZVPD" charge=+4 multiplicity=10 s2=25.098 gap_ha="0.1168 / 0.3086"
Tm 0.21 0.00 -4.02
Gd -0.32 0.27 0.32
Cl -0.90 2.01 -3.05
Cl 1.09 -0.91 -1.78
C -0.83 -1.89 0.68
C 0.09 0.96 -6.28
C 0.50 -0.91 -6.37
O -1.29 -2.96 0.50
O -0.20 1.51 -7.28
O 0.56 -1.40 -7.43
N 1.10 -0.17 4.44
C 0.12 0.44 3.77
N -0.87 0.85 4.63
O -0.03 0.48 2.49
H 1.14 0.04 5.43
H 1.94 -0.50 3.98
H -1.72 1.30 4.33
H -0.60 0.87 5.62

5.
11
Properties=species:S:1:pos:R:3 method="wB97M-V/def2-TZVPD" relative_energy_kcal_mol=98.94 gap_ha="0.3309 / 0.2180"
C -0.57 -1.17 -1.07
C -0.57 -0.38 -0.08
C 1.39 -1.56 1.75
C -0.94 0.66 0.78
O 2.11 -2.48 1.94
Cl 1.44 -0.27 3.12
Cl -0.39 2.18 0.07
H -1.08 -1.11 -2.11
H -0.11 -2.17 -0.98
H -0.38 0.70 1.66
H -2.00 0.58 0.99

6.
12
Properties=species:S:1:pos:R:3 method="wB97M-V/def2-TZVPD" relative_energy_kcal_mol=53.68 smiles="O=C[C@@H]1[C@H](O)C1(Cl)Cl" gap_ha=0.3621
C 0.53 0.83 -0.39
C -0.68 0.01 -0.05
C -0.56 -1.42 -0.42
C 0.04 0.76 1.05
H 1.37 -0.71 -0.46
H 0.25 1.80 -0.84
H -1.64 0.38 -0.48
H -1.46 -2.02 -0.94
O 1.66 0.26 -0.84
O 0.45 -2.07 -0.50
Cl -0.90 2.28 1.44
Cl 0.93 -0.09 2.43

In order of appearance, energy = -79836.53591; -79838.84205; -94769.27824; -90746.85871; -31300.12304; -33349.96363 eV.
In order of appearance, F_max = 0.15806; 0.05531; 0.09099; 0.21501; 0.06120; 0.07197 Eh/bohr.